Entry 1:
C6H16NO | ωB97M-V/def2-TZVPD

XYZ file:
```
24
Properties=species:S:1:pos:R:3:mulliken_charge:R:1
O -2.86057 0.50192 -2.23657 -0.648
N -0.36339 -1.03634 -1.65593 -0.142
C 0.77379 0.64268 0.59578 0.743
C 1.51978 -0.66750 2.64385 -1.174
C -0.66103 -0.05774 0.62705 -0.890
C 1.65489 0.40482 1.57864 -0.315
C -0.34324 -1.32986 -0.15358 -0.804
C 0.88059 1.74764 -0.48759 -1.280
H 0.97020 1.47465 -1.55058 0.268
H 2.36695 1.23625 1.78362 0.322
H -0.08032 2.31022 -0.26534 0.270
H -1.13377 -0.43894 -1.97641 0.227
H 1.10862 -1.55878 2.11027 0.263
H -0.33073 -1.87275 -2.25841 0.421
H 0.54591 -0.47979 -1.90873 0.371
H 0.88328 -0.36957 3.50446 0.299
H -1.37207 0.49112 0.04169 0.492
H 2.53394 -0.79458 3.02042 0.385
H -1.04220 -2.04799 0.25620 0.284
H -3.83399 0.38117 -2.06489 0.310
H 1.77977 2.36707 -0.36607 0.385
H -0.81539 -0.16058 1.70559 0.399
H -2.80609 1.04911 -3.02238 0.303
H 0.62508 -1.79222 0.07889 0.511
```

Computed properties:
**Max |F|**: 4.66 eV Å⁻¹
**Orbital gap**: 0.3299 Eh
**Total charge**: +1
**E_HOMO**: -12.25 eV


Entry 2:
C6H16NO | ωB97M-V/def2-TZVPD

XYZ file:
```
24
Properties=species:S:1:pos:R:3:mulliken_charge:R:1
O 0.18541 -0.54532 3.30616 -0.548
N 0.77425 1.12321 1.18346 -0.094
C 1.14147 -0.70674 -1.02672 -1.807
C -0.78363 0.76381 -2.59099 -1.497
C -0.13923 -0.05748 1.02961 -0.537
C -0.28264 -0.49981 -0.41880 0.526
C 0.28485 -1.18550 2.06172 -0.638
C -1.24234 0.48384 -1.14403 -0.461
H 1.77078 0.20450 -1.17551 0.417
H -0.75328 -1.48341 -0.41380 0.450
H 0.12353 1.37314 -2.69377 0.373
H -1.15747 0.24502 1.38350 0.333
H -0.63023 -0.00656 -3.31584 0.371
H 0.45701 1.94427 0.67074 0.351
H 1.31576 -1.50799 1.86888 0.334
H 1.03063 -1.01985 -2.07711 0.414
H -1.38128 1.47042 -0.67923 0.363
H 0.91376 1.31060 2.17989 0.380
H 1.66295 0.79948 0.79341 0.385
H -1.53537 1.44609 -3.02016 0.397
H -0.49554 -1.93764 1.91964 0.390
H 1.54603 -1.53127 -0.45620 0.425
H -0.59963 -0.69903 3.83030 0.339
H -2.20578 0.01622 -1.21515 0.333
```

Computed properties:
**Max |F|**: 2.56 eV Å⁻¹
**Orbital gap**: 0.4137 Eh
**Total charge**: +1
**E_HOMO**: -14.49 eV
**SMILES string**: CC[C@@H](C)[C@H]([NH3+])CO


Entry 3:
C6H16NS | ωB97M-V/def2-TZVPD

XYZ file:
```
24
Properties=species:S:1:pos:R:3:mulliken_charge:R:1
S -0.48515 -0.08691 -1.13574 -0.565
N 0.27390 1.80860 2.36581 -0.119
C -0.00929 -0.85317 -2.71860 -0.781
C -0.69431 -3.22984 -2.11823 -1.047
C 1.29857 2.09173 1.35886 -0.807
C -0.03190 0.38303 2.32732 -0.708
C 0.75101 2.20408 3.68192 -0.896
C -0.86301 -2.07646 -3.09323 -0.402
H 1.04615 -1.15159 -2.70634 0.263
H -0.65394 -2.35034 -4.13499 0.341
H -0.11798 -0.12112 -3.52297 0.239
H 0.17188 1.68632 4.44607 0.343
H 1.58483 3.13590 1.46283 0.302
H -1.89927 -1.72759 -3.03863 0.227
H 1.81654 1.95940 3.82931 0.299
H 0.61380 3.27815 3.83141 0.270
H 0.35007 -3.55221 -2.05119 0.284
H 2.20380 1.49101 1.56897 0.331
H -0.98897 -2.87042 -1.13438 0.274
H -0.49193 0.12666 1.38426 0.057
H -1.29861 -4.10082 -2.39054 0.312
H -0.70428 0.11408 3.14801 0.316
H 0.86131 -0.25125 2.43861 0.301
H 0.93322 1.82072 0.36984 0.169
```

Computed properties:
**Max |F|**: 0.63 eV Å⁻¹
**Orbital gap**: 0.2248 Eh
**Total charge**: -1
**E_HOMO**: -2.45 eV


Entry 4:
C6H16NS | ωB97M-V/def2-TZVPD

XYZ file:
```
24
Properties=species:S:1:pos:R:3:mulliken_charge:R:1
S 0.38594 0.93572 0.03032 -0.398
N 1.23038 -1.89951 -0.06695 0.104
C -2.13572 -0.12302 -0.09347 -1.350
C -1.21450 1.11027 -0.15064 0.704
C -1.84419 2.45357 -0.17147 -0.240
C 1.59071 -2.66655 1.15908 -0.797
C 2.23645 -1.83123 -1.09564 -0.967
C -0.78424 3.54709 0.19599 -1.297
H 1.81935 -3.79707 1.13876 0.337
H 0.42045 -2.28166 -0.48125 0.363
H 1.76454 -1.11850 -1.75722 0.375
H -3.03029 0.24563 0.23525 0.430
H 3.17165 -1.44842 -0.70449 0.340
H -0.08747 3.13024 0.87377 0.396
H -1.26007 4.36540 0.54629 0.402
H -2.14171 -0.51647 -1.06574 0.325
H 0.93653 -0.88319 0.17845 -0.137
H 2.16000 -2.77664 -1.52675 0.450
H -0.12806 3.66903 -0.74957 0.302
H -2.11299 2.76910 -1.22289 0.238
H 0.89550 -2.45242 1.99950 0.322
H -1.64248 -0.67325 0.67136 0.375
H 2.56071 -2.26951 1.57633 0.342
H -2.79051 2.51138 0.48098 0.381
```

Computed properties:
**Max |F|**: 4.70 eV Å⁻¹
**Orbital gap**: 0.3298 Eh
**Total charge**: +1
**E_HOMO**: -12.86 eV


Entry 5:
C6H16O | ωB97M-V/def2-TZVPD

XYZ file:
```
23
Properties=species:S:1:pos:R:3:mulliken_charge:R:1
O 4.76930 2.26604 1.52555 -2.243
C 0.59524 0.67920 0.32959 -1.126
C -0.72304 -0.18688 0.26262 -0.776
C 0.30727 1.86926 -0.56050 -1.523
C -1.83814 -2.05339 -1.07699 -0.568
C -1.33621 -0.64609 -1.03143 -0.448
C -2.75905 -2.42316 0.07318 -1.108
H 1.27604 -0.02414 -0.14898 0.240
H -2.85028 -3.48598 0.19111 0.411
H -2.06115 -2.48155 -2.04390 0.460
H -2.12705 0.10831 -1.31337 0.328
H 0.34616 2.77766 0.06270 0.502
H -0.64199 2.03459 -1.06729 0.382
H 1.07225 2.19067 -1.28618 0.372
H 0.88502 0.91712 1.35265 0.947
H -1.37080 0.05837 1.12091 0.464
H -3.82257 -2.07423 -0.26429 0.235
H 5.66006 2.51023 1.85686 0.824
H 4.30373 2.33434 2.38465 0.757
H -2.64964 -1.87501 1.03433 0.272
H -0.94161 -2.69496 -0.80569 0.279
H -0.21947 -1.09966 0.61986 0.171
H -0.56419 -0.51267 -1.82662 0.150
```

Computed properties:
**Max |F|**: 4.14 eV Å⁻¹
**Orbital gap (spin up / spin down)**: 0.0686 / 0.3479 Eh
**2S+1**: 2
**Total charge**: -1
**E_HOMO (spin up / spin down)**: 1.26 / -6.42 eV
**Expectation value of S²**: 0.750


Entry 6:
C6H16O | ωB97M-V/def2-TZVPD

XYZ file:
```
23
Properties=species:S:1:pos:R:3:mulliken_charge:R:1
O -4.43377 -3.72093 -0.11650 -0.639
C 1.44836 0.85847 1.18200 -1.402
C 1.68108 2.33169 -1.46163 -1.174
C -0.13016 -1.51053 1.27478 -1.108
C -0.48804 -0.43910 0.24582 -0.699
C 0.81214 0.30149 -0.16822 0.422
C 0.47254 1.59743 -0.95185 -0.822
H -5.28480 -3.28191 -0.26491 0.318
H -0.35354 -1.22987 2.33542 0.292
H -0.06439 1.22928 -1.84697 0.340
H 1.38026 3.24965 -2.00058 0.343
H 0.93864 -1.67644 1.18693 0.294
H -0.16538 2.23433 -0.32280 0.353
H 1.51735 1.94076 1.08364 0.431
H 2.38110 2.65575 -0.67616 0.320
H -0.96148 -0.90434 -0.62091 0.387
H -1.22274 0.29072 0.61954 0.296
H 2.25454 1.73650 -2.17901 0.309
H 1.52751 -0.28625 -0.73685 0.398
H -4.10702 -3.97552 -1.00222 0.322
H 0.89111 0.51765 2.03834 0.416
H 2.49206 0.58733 1.08821 0.268
H -0.58536 -2.50618 1.29395 0.336
```

Computed properties:
**Max |F|**: 3.31 eV Å⁻¹
**Orbital gap**: 0.4107 Eh
**E_HOMO**: -10.29 eV
**SMILES string**: CCC(C)CC.O


Entry 7:
C6H16O | ωB97M-V/def2-TZVPD

XYZ file:
```
23
Properties=species:S:1:pos:R:3:mulliken_charge:R:1
O -1.77344 -1.77546 2.68173 -0.654
C -0.48524 -0.21650 -0.64087 -0.584
C 2.05182 -0.02705 0.01960 -0.199
C -1.81938 1.85297 0.20532 -1.130
C -0.94449 1.24197 -0.88300 -0.346
C 0.63240 -0.36494 0.43005 -0.723
C 2.44289 -0.90281 -1.19548 -1.139
H -0.03050 1.84793 -0.89270 0.192
H -1.70953 -0.92917 2.27901 0.316
H 2.42998 -0.26628 -2.07382 0.250
H 0.10838 0.14057 1.25979 0.242
H 3.38589 -1.42534 -1.03713 0.368
H -2.37044 2.65401 -0.27066 0.353
H 2.73107 -0.35519 0.81339 0.281
H -0.26363 -0.66127 -1.61573 0.357
H -1.55782 1.14625 -1.78373 0.339
H 0.57582 -1.39476 0.80346 0.313
H 1.73957 -1.74656 -1.26543 0.278
H -2.14103 -2.41543 2.05929 0.323
H -1.38890 -0.77779 -0.33277 0.319
H 2.14158 1.01399 -0.29896 0.263
H -2.53034 1.16119 0.67465 0.261
H -1.22465 2.19968 1.06400 0.318
```

Computed properties:
**Max |F|**: 2.45 eV Å⁻¹
**Orbital gap**: 0.4320 Eh
**E_HOMO**: -10.84 eV
**SMILES string**: CCCCCC.O


Entry 8:
C6H16O2 | ωB97M-V/def2-TZVPD

XYZ file:
```
24
Properties=species:S:1:pos:R:3:mulliken_charge:R:1
O -1.86777 0.55531 2.22444 -0.607
O -3.22786 -0.44278 -0.43612 -0.660
C 1.28715 -1.70620 -0.02329 -0.671
C 0.76645 -0.70377 0.92731 -0.343
C 2.78378 -1.47302 -0.40150 -1.054
C -0.34847 1.15361 -0.53023 0.491
C -0.42519 2.34342 -1.29533 -1.396
C 0.65639 0.58106 0.06143 0.075
H -1.31238 0.51807 1.44387 0.135
H 0.59566 -1.82466 -0.93475 0.322
H 0.41673 2.52112 -1.87322 0.435
H 3.55170 -1.82138 0.22522 0.359
H -3.64953 -0.11830 0.38332 0.359
H 3.02596 -1.96713 -1.34358 0.317
H -3.72407 0.09134 -1.07097 0.320
H 1.69206 1.04434 -0.05636 0.306
H -0.25566 -1.14118 1.22204 0.362
H -1.63213 -0.28054 2.59036 0.340
H 1.11898 -2.76053 0.36334 0.366
H -1.26628 2.32285 -2.06469 0.387
H 1.25922 -0.46672 1.88120 0.333
H 2.93401 -0.42834 -0.36168 0.250
H -1.45351 0.80917 -0.18745 0.198
H -0.92525 3.19426 -0.74337 0.375
```

Computed properties:
**Max |F|**: 8.48 eV Å⁻¹
**Orbital gap (spin up / spin down)**: 0.4078 / 0.2320 Eh
**2S+1**: 2
**Total charge**: +1
**E_HOMO (spin up / spin down)**: -15.08 / -15.03 eV
**Expectation value of S²**: 0.753


Entry 9:
C6H16O2Tl | ωB97M-V/def2-TZVPD

XYZ file:
```
25
Properties=species:S:1:pos:R:3:mulliken_charge:R:1
Tl -2.25903 -1.37196 0.23613 1.052
O -0.78225 -0.39676 0.78990 -0.473
O -1.54870 -0.65950 -1.38315 -0.254
C 0.31523 -0.25029 -2.70087 -1.516
C 0.53413 -0.59776 1.33964 0.008
C -0.30883 -0.05009 -1.31559 1.019
C 0.36894 -1.09692 2.81898 -1.099
C 1.21005 0.77848 1.20677 -0.885
C -0.59554 1.39540 -1.05745 -1.437
H 0.10475 -1.16647 -3.25260 0.428
H 2.25452 0.83481 1.51339 0.455
H 0.17303 -0.31529 3.55299 0.434
H 0.00147 0.47250 -3.45401 0.423
H -1.16084 0.17857 1.45867 0.793
H -1.28272 1.78112 -1.81051 0.416
H 1.03961 1.33432 0.28476 0.046
H -0.33208 -1.93135 2.79943 0.384
H 0.35324 -0.54462 -0.60482 -0.171
H 1.33510 -1.45595 3.17356 0.409
H 0.74997 1.43120 1.94866 0.452
H 1.40322 -0.23742 -2.76576 0.424
H 1.04816 -1.23698 0.62181 0.488
H -1.82292 -0.35367 -2.25084 0.591
H 0.28665 2.03554 -1.06507 0.564
H -1.08516 1.42307 -0.08399 0.446
```

Computed properties:
**Max |F|**: 10.08 eV Å⁻¹
**Orbital gap**: 0.1752 Eh
**Total charge**: +3
**E_HOMO**: -23.90 eV


Entry 10:
C6H16O8SSi | ωB97M-V/def2-TZVPD

XYZ file:
```
32
Properties=species:S:1:pos:R:3:mulliken_charge:R:1
S -1.19480 2.06311 -0.99529 1.273
Si 1.95333 0.75192 1.82201 0.378
O 2.63594 0.97331 3.32124 -0.582
O -0.19040 -2.18186 -1.21215 -0.407
O -2.07590 3.02872 -1.84140 -0.425
O 0.33443 0.44036 1.89003 -0.504
O 2.19168 2.05751 0.80878 -0.502
O 0.26155 2.19823 -1.23130 -0.733
O -1.50297 2.06776 0.47583 -0.747
O -3.44891 -0.80160 -0.29270 -0.626
C -1.64779 0.35753 -1.55098 -1.216
C 0.73641 -2.01569 -0.13270 -0.587
C -1.55528 -2.08317 -0.84729 -1.092
C 1.87458 -1.03333 -0.36260 0.052
C 2.71081 -0.69771 0.86177 -0.869
C -2.01797 -0.66777 -0.48317 1.002
H -1.92804 3.95441 -1.54574 0.441
H -1.74707 -2.73243 -0.01457 0.432
H 2.90929 -1.56342 1.47682 0.444
H 1.41846 -0.11268 -0.76310 -0.060
H -1.59918 -0.43681 0.51198 0.075
H -3.80909 -0.02378 0.18963 0.342
H 0.20853 -1.76430 0.78810 0.357
H 1.54583 2.22577 0.09322 0.437
H -0.30393 1.11171 1.47127 0.388
H -2.47833 0.45157 -2.25159 0.570
H -0.78348 0.01946 -2.12342 0.473
H 2.58804 -1.36818 -1.14358 0.341
H 1.19425 -2.99694 0.07476 0.324
H 2.20017 1.43918 4.06117 0.307
H -2.14120 -2.44203 -1.68026 0.402
H 3.66101 -0.21884 0.62522 0.310
```

Computed properties:
**Max |F|**: 6.27 eV Å⁻¹
**Orbital gap**: 0.3531 Eh
**E_HOMO**: -9.82 eV
**SMILES string**: O=S(=O)(O)C[C@@H](O)COCCC[Si](O)(O)O